(1)
The following is a DFT calculation (the ωB97M-V functional and the def2-TZVPD basis) of an isolated molecule of C7H8N2O4 at a distorted geometry.

CARTESIAN COORDINATES (ANGSTROEM)
C 0.34636 1.38863 1.44454
C 3.03143 -0.44299 1.90027
C 0.49564 1.99846 -1.88940
C 0.60158 0.50255 -1.54866
C -0.30743 0.19483 0.91767
C -0.93204 -0.82230 1.83675
C -0.06549 -0.28764 -0.54735
N 1.19105 2.17345 1.86982
N 2.89109 0.65299 2.35610
O -0.88666 1.51393 1.02496
O 3.23779 -1.54693 1.61810
O 1.63468 1.48286 -1.23494
O 2.53179 1.92591 2.07760
H 0.65437 2.47173 -2.86256
H -0.07261 2.69368 -1.33875
H 0.71607 -0.11756 -2.38775
H -1.31227 -1.72841 1.28001
H -1.70175 -0.39044 2.48298
H -0.11514 -1.27014 2.61240
H -1.14398 -0.47626 -0.80649
H 0.44454 -1.25195 -0.26556

HOMO-LUMO gap: 10.1 eV
LUMO: 0.589 eV
E_tot: -681.72715 Ha
ΔE to the lowest compared entry with this formula, charge and spin: 798.50 kJ/mol
spin multiplicity: 1
SMILES string: C[C@@]1(C[C@H]2CO2)O/C1=N/ON=C=O
max |F|: 4.97 eV/A



(2)
The following is a DFT calculation (the ωB97M-V functional and the def2-TZVPD basis) of an isolated molecule of C7H8N2OS at a distorted geometry.

CARTESIAN COORDINATES (ANGSTROEM)
C -2.79170 0.01092 0.41237
C -2.62933 0.81397 1.49504
C -0.59237 0.15098 0.34858
C 1.22720 0.26678 -2.12764
C 1.40865 1.04282 -0.78821
C 0.72961 -0.21623 -0.09529
C 1.40685 -1.07740 1.00222
N -1.63463 -0.37248 -0.16455
N 0.73334 -0.75445 -1.48497
O 1.64234 0.27915 -3.24578
S -0.98005 1.20458 1.71102
H -3.70340 -0.41280 0.01229
H -3.17006 1.34404 2.29204
H 2.46103 1.04245 -0.73610
H 0.92743 1.99328 -0.67279
H 1.59763 -1.97986 0.57078
H 0.86364 -1.19316 1.99252
H 2.32814 -0.54217 1.22518
H 0.17568 -1.60043 -1.74671

HOMO-LUMO gap: 9.9 eV
LUMO: 0.516 eV
E_tot: -854.43046 Ha
ΔE to the lowest compared entry with this formula, charge and spin: 123.81 kJ/mol
spin multiplicity: 1
SMILES string: C[C@@]1(c2nccs2)CC(=O)N1
max |F|: 6.08 eV/A



(3)
The following is a DFT calculation (the ωB97M-V functional and the def2-TZVPD basis) of a structure of composition C7H8N3O2S at a distorted geometry.

CARTESIAN COORDINATES (ANGSTROEM)
C 2.23550 -1.67244 -1.07824
C 3.29415 -1.83243 -0.25382
C 1.10076 -0.96828 -0.60446
C 1.26671 -0.89996 0.73014
C -0.78957 0.67355 0.53203
C -1.91331 1.69546 0.80569
C 0.05616 -0.45242 -1.52036
N -0.83189 0.39446 -0.74100
N -0.05521 0.27423 1.53908
N -2.24644 2.12394 2.04481
O -2.52339 2.14726 -0.12697
O 3.00311 -2.00283 2.52210
S 2.94646 -1.07386 1.39219
H 2.44118 -2.04556 -2.10448
H 4.29461 -2.26563 -0.32881
H 0.38733 0.18617 -2.24828
H -0.57448 -1.11547 -1.98504
H -1.48543 0.84211 -1.32200
H 0.26769 0.85889 2.23908
H -1.56724 1.98314 2.75183
H -2.91646 2.87240 2.02698

HOMO-LUMO gap: 8.6 eV
LUMO: -4.807 eV
E_tot: -984.07810 Ha
ΔE to the lowest compared entry with this formula, charge and spin: 398.02 kJ/mol
total charge: +1
spin multiplicity: 1
max |F|: 7.36 eV/A



(4)
The following is a DFT calculation (the ωB97M-V functional and the def2-TZVPD basis) of the ion C7H8N5O with charge +1 at a distorted geometry.

CARTESIAN COORDINATES (ANGSTROEM)
C -3.51334 -0.21121 0.22584
C -2.96879 1.06734 0.03630
C -2.70977 -1.34473 0.14303
C -1.57846 1.32217 -0.10070
C -1.34498 -1.12309 0.01888
C -0.84075 0.19228 -0.07062
C 3.16637 0.07180 0.09022
N -0.40204 -2.08338 -0.04225
N 0.71976 -1.51539 -0.18898
N 0.75184 -0.21062 -0.14547
N 4.03132 1.04882 0.23437
N 1.84594 0.63334 -0.22137
O 3.32659 -1.10791 0.17409
H -4.48812 -0.45426 0.32341
H -3.45594 2.01878 0.07443
H -3.13509 -2.38953 0.18130
H -1.37853 2.37637 -0.16619
H 1.61807 -2.17148 -0.14309
H 3.65562 1.91009 0.60748
H 4.97244 0.75096 0.00073
H 1.72784 1.21963 -1.03141

HOMO-LUMO gap (alpha / beta): 8.7 / 8.7 eV
LUMO (alpha / beta): -4.419 / -4.419 eV
E_tot: -620.21576 Ha
ΔE to the lowest compared entry with this formula, charge and spin: 145.86 kJ/mol
total charge: +1
spin multiplicity: 1
SMILES string: NC(=O)N[n+]1[nH]nc2ccccc21
max |F|: 5.87 eV/A



(5)
The following is a DFT calculation (the ωB97M-V functional and the def2-TZVPD basis) of the ion C7H8NO2 with charge -1 at a distorted geometry.

CARTESIAN COORDINATES (ANGSTROEM)
C 1.33534 -0.33918 1.17674
C -1.20282 0.11412 1.26081
C -0.53833 0.91486 -1.24004
C 0.22250 0.67899 1.27660
C 1.25884 -1.31345 0.12805
C -0.72462 1.16060 0.24469
C -0.25590 -0.45508 -1.65477
N 0.40573 -1.39372 -1.04847
O 0.59049 -2.42644 -1.76569
O 2.27978 -0.22552 1.99413
H -1.20151 -0.89335 0.95548
H -1.74023 0.39403 2.12917
H -1.44165 1.14930 -1.81966
H 0.09778 1.76886 -1.50428
H 0.39264 1.32979 2.05336
H 1.94794 -2.10111 0.02974
H -1.02614 2.19750 0.44254
H -0.39982 -0.56021 -2.65840

HOMO-LUMO gap: 6.7 eV
LUMO: 3.829 eV
E_tot: -476.65940 Ha
ΔE to the lowest compared entry with this formula, charge and spin: 265.77 kJ/mol
total charge: -1
spin multiplicity: 1
SMILES string: [O-]C1=C[N+]([O-])=CC[C@H]2C[C@@H]12
max |F|: 2.75 eV/A



(6)
The following is a DFT calculation (the ωB97M-V functional and the def2-TZVPD basis) of the ion C7H8NO2S with charge -1 at a distorted geometry.

CARTESIAN COORDINATES (ANGSTROEM)
C 0.43197 -0.24267 1.37780
C -1.58372 1.08489 0.39612
C -1.98275 -1.31393 0.19140
C 2.88069 -0.89097 0.65838
C 2.37679 -0.14032 -0.49581
C 1.77432 0.16359 0.78761
C -3.87335 0.16515 0.03584
N -2.45830 0.02009 0.11105
O -1.91998 2.24578 0.26834
O -2.71731 -2.28417 0.02151
S -0.26978 -1.52444 0.31421
H 2.75492 -1.93258 0.70289
H 3.89726 -0.64356 1.06465
H 2.94181 0.53818 -1.01673
H 1.77303 -0.77101 -1.16033
H 2.10601 1.12260 1.35186
H -4.19603 1.18808 0.44951
H -4.16860 0.15510 -1.03922
H -4.38864 -0.81866 0.47439

HOMO-LUMO gap (alpha / beta): 6.2 / 6.1 eV
LUMO (alpha / beta): 3.546 / 3.548 eV
E_tot: -874.82192 Ha
ΔE to the lowest compared entry with this formula, charge and spin: 338.88 kJ/mol
total charge: -1
spin multiplicity: 1
max |F|: 3.32 eV/A